{
  "formula": "CH5N2P",
  "method": "ωB97M-V with the def2-TZVPD basis set",
  "e_tot_ha": -491.938851,
  "homo_energy_ev": -9.216,
  "homo_lumo_gap_ev": 10.0,
  "relative_energy_kj_mol": 22.3,
  "lumo_ev": 0.77,
  "elements": ["H", "N", "P", "N", "C", "H", "H", "H", "H"],
  "coordinates": [[2.98872, -1.33420, -0.45339], [1.99735, -1.14924, -0.81385], [1.24143, -0.70908, 0.50463], [-0.14388, -0.17867, -0.14637], [-1.25641, 0.66000, 0.38459], [-0.15368, -0.15794, -1.13802], [-1.11765, 1.09884, 1.45841], [-1.28581, 1.61302, -0.03988], [-2.27008, 0.15725, 0.24388]],
  "forces_ev_per_angstrom": [[-1.5563, -0.1206, -0.9039], [1.9660, -0.0185, 1.6496], [0.7854, -0.1569, -0.4174], [-2.4138, 1.5946, 0.9638], [-0.2695, -1.0681, 2.3836], [0.1552, -0.2201, -1.0276], [-0.0706, -1.9258, -1.3269], [-0.0030, 1.2897, -1.7954], [1.4066, 0.6256, 0.4742]],
  "nbo_charge": [0.3586, -1.1805, 1.1909, -0.9686, -0.4232, 0.4075, 0.2120, 0.1991, 0.2041]
}